1.
C33H77N11O15SY as an isolated structure in a non-equilibrium geometry, computed with ωB97M-V/def2-TZVPD.

Structure (XYZ):
```
138
Properties=species:S:1:pos:R:3:forces:R:3
Y 16.81479 21.17069 0.17747 1.679 -2.259 2.953
S 18.54447 18.84372 3.04672 1.781 -2.875 2.690
O 18.03147 17.65487 -2.07277 0.561 -1.461 -0.055
O 20.15039 22.36775 -2.03617 0.923 -0.317 -1.035
O 18.63714 19.22076 4.44044 0.194 0.547 -0.260
O 24.52900 24.49032 7.36402 0.574 0.804 -0.578
O 12.39625 17.14655 5.98189 0.763 -0.570 -0.879
O 23.42253 15.31414 0.50210 -0.099 1.982 0.674
O 17.18448 19.00647 2.56905 -5.531 0.707 -2.064
O 18.58995 24.44157 2.10928 0.114 -0.756 -0.206
O 13.95463 22.32731 3.21574 -1.339 -0.077 2.053
O 18.98961 17.46820 2.82963 0.026 1.094 -0.474
O 18.10503 11.75954 1.74426 -1.377 1.622 0.549
O 17.34757 23.41633 8.34304 -0.682 -2.332 0.205
O 13.14357 19.24230 -0.13004 1.275 0.404 -0.349
O 23.27974 16.11175 6.76041 -2.725 -0.905 -1.670
O 19.10052 19.83708 2.12068 1.966 2.579 -2.466
N 19.22225 16.22283 -3.43660 -0.338 0.171 0.265
N 16.00070 12.54168 2.12513 -3.358 0.019 1.450
N 19.33376 26.36841 3.08741 -1.109 -0.664 1.182
N 23.61206 23.03763 5.82835 1.122 0.861 -0.725
N 11.39273 17.97633 0.39200 -2.261 -0.565 0.346
N 14.23421 15.88110 6.61253 -2.401 1.510 -0.930
N 16.17872 21.67479 9.33587 -0.612 0.100 -0.105
N 12.15855 22.80776 4.61618 1.166 -0.749 0.267
N 22.10403 14.17832 6.19036 0.898 1.602 0.808
N 24.47845 16.94727 1.67752 1.962 2.581 1.850
N 22.41392 22.49157 -2.45149 -1.631 -0.113 -1.970
C 24.55547 18.38356 2.15489 -0.915 -1.343 -0.120
C 13.45131 15.26984 7.70840 1.193 -0.279 0.182
C 10.52976 16.79053 0.12687 2.393 -1.073 0.020
C 24.54296 23.25449 4.73387 0.500 -0.174 0.050
C 18.51434 16.53551 -2.34312 -0.269 0.830 -0.132
C 11.67816 23.86551 3.80343 -1.500 0.984 -1.292
C 19.34763 27.19912 1.85196 0.454 -0.941 1.051
C 25.64912 16.17018 2.15724 -0.854 -0.843 -1.824
C 15.66740 15.62815 6.53263 -0.412 -1.377 -0.741
C 17.05168 22.21008 8.46142 0.707 1.403 -0.024
C 19.49459 27.02827 4.41114 0.240 -0.065 -0.896
C 12.57742 18.16148 -0.20266 -1.055 0.421 0.596
C 19.52789 14.81353 -3.66086 1.485 -0.187 -0.619
C 13.28918 22.16721 4.27958 1.221 -0.267 -1.950
C 15.30007 11.23722 2.37917 0.672 0.930 -0.425
C 20.91670 13.57044 5.65753 -0.184 0.744 -0.574
C 23.70806 23.69436 6.98832 -0.234 -0.795 1.537
C 13.52839 16.74208 5.75492 1.248 -0.219 2.231
C 15.78524 20.26598 9.25576 -0.663 -0.233 0.109
C 17.28286 12.69283 1.85293 2.405 -1.888 -1.316
C 15.42903 22.51351 10.25491 0.505 0.510 0.378
C 19.47465 17.23802 -4.45740 -0.866 -1.154 -0.297
C 23.14077 13.32273 6.77573 -0.321 0.640 0.906
C 22.80028 22.95677 -1.17610 0.095 -0.170 1.108
C 10.61958 19.02977 1.06780 0.644 0.622 -0.259
C 23.45218 16.46984 0.97569 -0.198 -2.833 -0.826
C 23.39616 22.61491 -3.51562 0.068 -0.460 0.157
C 15.03620 13.69901 2.06776 1.929 -0.002 -0.531
C 11.42979 22.46812 5.83692 0.189 0.014 0.188
C 19.07972 25.01178 3.07251 -0.160 2.298 -0.328
C 21.11746 22.25450 -2.82291 -0.278 0.336 2.276
C 22.70627 21.96642 5.67346 -0.916 -0.895 -0.099
C 22.27388 15.58525 6.22024 2.401 -1.603 1.830
H 25.72472 16.12497 3.24367 -0.117 0.186 -0.137
H 23.17425 23.50310 -4.10720 0.185 -0.278 -0.408
H 12.43469 15.60817 7.90867 0.421 0.921 -0.523
H 23.16203 20.97689 5.63848 0.541 0.009 -0.603
H 18.84765 14.24611 -4.29600 -0.437 0.382 0.055
H 13.29302 14.20364 7.54633 0.535 -0.241 -0.055
H 15.90206 22.36641 11.22584 -0.769 -0.231 0.439
H 25.22036 22.40304 4.66871 0.100 -0.144 -0.050
H 15.54720 23.58572 10.09837 0.339 -0.174 -0.686
H 20.45061 14.37557 5.08953 -0.309 -0.337 -0.425
H 19.73900 14.23368 -2.76236 -0.545 0.408 0.368
H 9.64766 16.72235 0.76355 0.036 0.529 -0.476
H 19.86369 26.31765 5.15064 0.158 0.026 -0.149
H 23.56821 18.84147 2.09370 -0.025 -0.026 -0.135
H 20.96572 21.90879 -3.85716 0.282 0.152 0.104
H 11.99801 23.86122 2.76142 0.933 -0.345 0.348
H 14.56068 13.73224 1.08752 -0.485 -0.353 0.129
H 15.08176 20.08245 8.44364 0.243 0.070 -0.487
H 18.86843 18.11150 -4.21734 0.687 0.171 0.286
H 10.04013 18.62106 1.89563 0.182 -0.160 -0.111
H 16.58859 19.53016 9.21988 0.320 0.439 -0.245
H 20.54696 17.36648 -4.60492 -0.163 0.400 0.051
H 11.14636 15.93893 0.41441 -0.086 -0.331 0.334
H 21.17124 12.73112 5.01035 -0.076 0.089 -0.124
H 17.52022 21.38509 7.90279 0.241 0.338 -0.432
H 13.57755 21.40743 5.02238 0.073 0.077 -0.140
H 20.43043 27.22205 1.72898 -0.120 0.542 -1.239
H 11.60069 23.17817 6.64606 -0.485 0.699 -0.350
H 10.41406 16.57259 -0.93483 -0.813 0.649 -0.039
H 14.33192 13.79650 2.89395 0.059 -0.623 -0.040
H 22.96131 23.30965 7.70005 -0.353 0.123 0.030
H 10.38657 22.34560 5.54577 -0.050 0.163 0.478
H 24.83017 18.37355 3.20966 0.061 -0.025 -0.024
H 17.55169 13.72077 1.56436 0.066 0.100 0.354
H 22.76522 12.66102 7.55624 -0.743 -0.532 -0.506
H 19.36131 24.55598 4.03436 -0.238 -0.289 -0.182
H 24.39978 22.72171 -3.10396 -0.154 0.045 0.159
H 12.95111 17.27837 -0.74365 0.097 0.103 0.054
H 11.83309 24.86912 4.19949 0.205 -0.081 0.248
H 21.42496 16.13547 5.78575 0.220 -0.010 -0.060
H 9.93654 19.49461 0.35684 -0.165 -0.056 -0.067
H 20.16455 13.24485 6.37612 0.270 -0.128 0.455
H 10.60914 23.76067 3.61819 -0.354 -0.052 0.620
H 23.05977 24.01512 -1.15033 -0.191 0.181 -0.131
H 19.01115 16.85815 -5.36788 0.343 -0.011 -0.382
H 14.22031 17.10228 4.97794 -0.392 0.128 -0.374
H 18.77578 26.70872 1.06419 0.473 -0.172 0.026
H 14.35547 22.33398 10.19723 0.104 -0.401 0.338
H 18.56766 27.44189 4.80841 -0.208 -0.057 -0.270
H 15.17887 19.95389 10.10606 0.278 0.503 0.444
H 14.44843 11.31982 1.70390 -0.124 -0.722 0.098
H 14.09464 15.44290 8.57111 -0.436 -0.407 0.475
H 25.26851 19.00517 1.61334 0.104 -0.319 -0.222
H 20.49881 14.74504 -4.15150 0.057 0.213 -0.285
H 22.14305 22.18333 4.76581 -0.420 -0.598 0.046
H 18.95170 28.21040 1.94493 -0.015 -0.150 0.577
H 23.70829 22.40358 -0.93609 -0.042 0.018 0.513
H 23.69367 12.76426 6.02041 0.068 0.105 0.097
H 25.53952 15.18049 1.71384 -0.280 -0.259 0.493
H 24.04618 23.33274 3.76682 -0.337 0.027 0.077
H 15.63189 14.61177 2.07892 0.143 0.053 0.173
H 14.95153 11.11615 3.40482 -0.044 0.522 0.095
H 16.29194 15.93895 7.37015 -0.460 0.258 0.238
H 21.99356 22.74570 -0.47414 0.245 0.078 0.118
H 25.17016 24.13656 4.86297 -0.319 0.026 0.368
H 11.76767 21.56683 6.34840 0.191 -0.445 -0.823
H 23.76418 13.92275 7.43862 0.490 0.389 -0.827
H 26.57172 16.48522 1.66975 0.051 0.682 0.355
H 23.38974 21.65726 -4.03616 0.077 0.399 -0.673
H 11.24857 19.83413 1.44920 0.217 -0.271 -0.052
H 15.73833 14.54589 6.42418 0.453 -0.244 0.359
H 20.19174 27.85703 4.28776 0.156 -0.120 0.191
H 22.58154 17.13785 0.88657 0.242 0.216 -0.054
H 16.14645 15.97142 5.61569 -0.450 0.586 -0.043
H 18.45732 15.58869 -1.78411 -0.642 0.601 0.914
H 15.92380 10.36073 2.20364 0.130 0.387 -0.501
H 22.06267 21.81308 6.53969 -0.295 0.726 -0.067
```
Positions in Å, forces in eV/Å.

For the max |F|, the calculation gives 5.95 eV Å⁻¹. The orbital gap comes out at 3.63 eV. Its LUMO energy is -0.23348 Ha. For the HOMO energy, the calculation gives -10.0 eV. The multiplicity is 1. As for the charge: +1.

---

2.
One molecule with the formula C9H13NO3Si in a non-equilibrium geometry, computed with ωB97M-V/def2-TZVPD.

Structure (XYZ):
```
27
Properties=species:S:1:pos:R:3:forces:R:3
Si -1.40122 -0.50343 0.06751 -1.099 0.254 2.335
O 5.37120 0.19789 -0.29286 -1.602 1.339 -0.160
O 4.60770 2.23183 -0.14020 -0.627 -0.614 -0.073
O -2.18084 0.54800 1.17860 1.312 -1.243 -0.031
N 4.43324 1.02807 -0.19452 3.468 -1.067 0.228
C 2.59578 -0.33120 -1.02570 -0.428 0.176 -0.210
C 2.41581 0.77395 1.07796 1.158 1.188 -0.080
C 1.27784 -0.67065 -0.90372 -2.165 -0.004 1.157
C 0.45730 -0.23585 0.19510 0.323 0.103 -2.422
C -1.63331 -2.20637 0.84279 -1.637 -0.274 -0.155
C -3.19068 1.39145 0.77547 -0.216 1.579 -2.127
C 3.13005 0.46180 -0.05232 -0.633 0.226 0.638
C -2.13482 -0.24890 -1.62290 0.378 0.395 -0.981
C 1.08062 0.53776 1.13817 -0.690 -0.761 1.629
H -1.91610 -2.28936 1.92848 0.173 0.559 -1.097
H -2.24747 0.79888 -1.94264 0.187 -0.142 0.449
H -2.30633 -2.89562 0.26536 0.618 0.569 0.481
H -1.59518 -0.69955 -2.46028 0.359 -0.158 0.254
H -3.98297 0.85583 0.24088 -0.308 -0.043 0.400
H -3.11644 -0.67455 -1.72874 -0.622 -0.282 0.363
H 3.13256 -0.56304 -1.90024 0.709 -0.359 -0.852
H -3.62547 2.06084 1.53714 0.413 -0.682 0.110
H 0.59444 0.84162 2.05907 -0.384 0.136 -0.252
H 2.89475 1.31949 1.86879 0.194 0.271 0.156
H -0.63732 -2.54662 0.76727 1.176 -1.108 -0.029
H -2.76568 2.05494 -0.02275 -0.519 0.060 0.579
H 0.74256 -1.23722 -1.65574 0.461 -0.119 -0.309
```
Positions in Å, forces in eV/Å.

For the max |F|, the calculation gives 3.64 eV Å⁻¹. The orbital gap comes out at 9.52 eV. Its LUMO energy is -0.01152 Ha. For the HOMO energy, the calculation gives -9.8 eV. The multiplicity is 1.